1.
Computed, not measured: a structure of composition C22H44MgNO22 in a non-equilibrium geometry, with ωB97M-V/def2-TZVPD.

Its net charge is +1. The HOMO energy comes out at -11.72 eV. Its energy above the lowest of the compared OMol25 structures with the same formula, charge and spin is 363.3 kJ/mol. For the LUMO energy, the calculation gives -0.2145 Ha.

Last column: Löwdin charge in e.
Element x y z (Å)
Mg (31.627, -14.407, 7.039)  1.17
N (29.924, -15.267, 4.426)  -0.50
O (29.803, -16.436, 4.068)  0.04
O (30.723, -14.946, 5.381)  -0.15
O (29.313, -14.355, 3.861)  0.03
C (26.693, -15.658, 6.384)  -0.16
C (26.890, -15.754, 7.891)  -0.18
C (26.051, -14.596, 8.404)  -0.19
O (25.920, -13.686, 7.295)  -0.13
C (26.672, -14.150, 6.169)  -0.20
H (25.709, -15.963, 6.025)  0.13
H (27.452, -16.274, 5.896)  0.11
H (27.898, -15.664, 8.305)  0.10
H (26.549, -16.773, 8.093)  0.12
H (26.510, -14.110, 9.265)  0.11
H (25.043, -14.937, 8.646)  0.12
H (27.708, -13.766, 6.128)  0.09
H (26.229, -13.784, 5.245)  0.11
C (27.218, -16.779, 2.201)  -0.05
O (26.738, -16.674, 0.879)  0.01
C (26.717, -17.720, 0.078)  -0.62
O (26.898, -18.858, 0.435)  0.13
O (26.450, -17.320, -1.157)  0.02
C (26.632, -18.236, -2.202)  -0.05
H (27.457, -15.823, 2.654)  0.08
H (28.117, -17.391, 2.278)  0.05
H (26.469, -17.328, 2.774)  0.11
H (25.778, -18.903, -2.347)  0.10
H (27.460, -18.939, -2.054)  0.09
H (26.886, -17.688, -3.104)  0.10
C (33.378, -9.627, 5.113)  0.00
O (33.329, -10.932, 5.690)  0.05
C (32.172, -11.549, 5.782)  -0.55
O (32.164, -12.730, 6.101)  0.04
O (31.162, -10.807, 5.438)  0.05
C (29.877, -11.377, 5.208)  0.01
H (34.357, -9.163, 5.193)  0.11
H (32.646, -8.936, 5.521)  0.11
H (33.191, -9.689, 4.038)  0.11
H (29.797, -11.956, 4.281)  0.09
H (29.172, -10.572, 5.022)  0.11
H (29.557, -12.089, 5.968)  0.09
C (32.891, -17.311, 4.437)  0.04
O (34.155, -16.638, 4.729)  0.07
C (34.158, -15.564, 5.452)  -0.59
O (33.252, -15.193, 6.187)  0.01
O (35.299, -14.967, 5.327)  0.07
C (35.598, -13.883, 6.231)  0.02
H (32.311, -17.420, 5.350)  0.10
H (33.146, -18.288, 4.043)  0.09
H (32.407, -16.686, 3.693)  0.09
H (34.952, -13.025, 6.073)  0.08
H (36.640, -13.639, 6.050)  0.11
H (35.562, -14.292, 7.241)  0.11
C (30.895, -19.536, -0.537)  -0.02
O (30.793, -18.213, -0.043)  -0.01
C (30.461, -17.272, -0.908)  -0.61
O (30.156, -17.428, -2.060)  0.15
O (30.502, -16.051, -0.382)  0.03
C (30.495, -15.839, 1.001)  -0.06
H (31.197, -20.182, 0.282)  0.08
H (31.667, -19.619, -1.306)  0.11
H (29.988, -19.909, -1.011)  0.10
H (30.539, -14.779, 1.240)  0.10
H (31.330, -16.281, 1.557)  0.08
H (29.606, -16.260, 1.465)  0.06
C (27.193, -11.892, 2.500)  -0.04
O (26.233, -12.893, 2.805)  -0.02
C (25.466, -13.380, 1.833)  -0.63
O (25.614, -13.165, 0.665)  0.15
O (24.454, -14.020, 2.403)  0.00
C (23.464, -14.562, 1.538)  -0.03
H (26.869, -11.218, 1.707)  0.10
H (28.175, -12.282, 2.245)  0.09
H (27.169, -11.282, 3.404)  0.09
H (23.946, -15.278, 0.869)  0.10
H (23.026, -13.777, 0.922)  0.10
H (22.690, -15.058, 2.112)  0.10
C (29.703, -19.550, 3.309)  -0.02
O (30.185, -20.881, 3.132)  0.03
C (31.464, -21.056, 2.928)  -0.65
O (32.310, -20.191, 2.940)  0.10
O (31.689, -22.334, 2.687)  0.02
C (33.052, -22.674, 2.453)  -0.03
H (28.651, -19.527, 3.046)  0.10
H (30.244, -18.898, 2.621)  0.08
H (29.907, -19.210, 4.321)  0.09
H (33.700, -22.397, 3.282)  0.10
H (33.429, -22.137, 1.578)  0.10
H (33.081, -23.729, 2.205)  0.10

2.
Computed, not measured: a structure of composition C22H44N2OPdSSbSi4 in a non-equilibrium geometry, with ωB97M-V/def2-TZVPD.

Its net charge is -2. Its multiplicity is 2. The HOMO energy (spin up / spin down) comes out at 1.61 / 0.61 eV. For the LUMO energy (spin up / spin down), the calculation gives 0.1498 / 0.1497 Ha.

Last column: Löwdin spin population.
Element x y z (Å)
Pd (11.537, 8.163, 11.965)  0.33
C (8.528, 10.224, 7.915)  0.00
Si (7.825, 8.549, 8.339)  0.00
C (7.050, 7.976, 6.781)  0.00
C (6.665, 8.602, 9.815)  0.00
C (9.222, 7.327, 8.874)  0.01
C (8.986, 5.933, 8.819)  0.01
C (9.790, 5.084, 9.549)  0.00
C (10.812, 5.661, 10.369)  0.02
N (11.114, 6.922, 10.400)  0.01
C (10.330, 7.777, 9.601)  0.01
S (11.017, 9.356, 9.849)  0.06
H (7.659, 10.854, 7.626)  0.00
H (9.168, 10.142, 7.054)  0.00
H (8.962, 10.776, 8.705)  0.00
H (6.438, 8.797, 6.335)  0.00
H (6.426, 7.095, 6.871)  0.00
H (7.822, 7.781, 6.070)  0.00
H (7.089, 9.174, 10.642)  0.00
H (6.389, 7.591, 10.157)  0.00
H (5.722, 9.166, 9.558)  0.00
H (8.184, 5.577, 8.205)  0.00
H (9.677, 3.987, 9.546)  0.00
H (11.388, 4.963, 11.001)  0.00
C (13.765, 9.393, 14.465)  0.05
Si (13.747, 9.044, 12.639)  0.21
C (14.722, 7.432, 12.389)  0.06
C (14.110, 10.427, 11.475)  0.05
Sb (10.107, 8.352, 14.169)  0.05
Si (9.138, 10.660, 14.756)  0.01
C (8.841, 10.913, 16.566)  0.00
C (10.508, 11.820, 14.203)  0.00
C (7.536, 10.778, 13.712)  0.00
Si (8.775, 6.291, 15.269)  0.02
C (7.840, 6.900, 16.805)  0.01
C (7.678, 5.553, 13.938)  0.00
C (10.236, 5.183, 15.657)  0.00
H (14.740, 9.741, 14.881)  0.01
H (13.362, 8.514, 15.056)  0.00
H (12.953, 10.198, 14.663)  0.00
H (15.596, 7.404, 13.084)  0.01
H (15.113, 7.378, 11.347)  0.00
H (14.051, 6.562, 12.572)  0.01
H (13.630, 10.353, 10.515)  0.00
H (15.203, 10.560, 11.325)  0.01
H (13.752, 11.374, 11.936)  0.00
H (9.255, 11.916, 16.803)  0.00
H (9.455, 10.066, 17.047)  0.00
H (7.820, 10.855, 16.965)  0.00
H (11.175, 12.115, 15.103)  0.00
H (10.305, 12.683, 13.551)  0.00
H (11.293, 11.346, 13.593)  0.00
H (6.943, 9.821, 13.832)  0.00
H (7.823, 10.780, 12.639)  0.00
H (6.794, 11.539, 13.975)  0.00
H (7.542, 8.017, 16.706)  0.00
H (8.432, 6.907, 17.727)  0.00
H (6.915, 6.344, 17.028)  0.00
H (6.882, 6.243, 13.540)  0.00
H (7.242, 4.632, 14.312)  0.00
H (8.314, 5.288, 13.056)  0.00
H (10.785, 4.893, 14.750)  0.00
H (9.935, 4.235, 16.180)  0.00
H (10.905, 5.741, 16.354)  0.00
O (16.044, 7.450, 8.265)  0.00
N (15.351, 7.353, 7.240)  0.00
C (14.136, 6.710, 7.368)  0.00
C (13.356, 6.421, 6.270)  0.00
C (13.759, 6.959, 5.040)  0.00
C (14.902, 7.692, 4.925)  0.00
C (15.720, 7.813, 6.018)  0.00
H (13.951, 6.224, 8.336)  0.00
H (12.434, 5.844, 6.341)  0.00
H (13.069, 6.726, 4.209)  0.00
H (15.200, 8.127, 4.003)  0.00
H (16.735, 8.233, 5.919)  0.00

3.
Computed, not measured: a structure of composition C22H44N3O2P3Ti in a non-equilibrium geometry, with ωB97M-V/def2-TZVPD.

Its net charge is +3. Its multiplicity is 2. The HOMO energy (spin up / spin down) comes out at -15.77 / -15.77 eV. Its energy above the lowest of the compared OMol25 structures with the same formula, charge and spin is 0.0 kJ/mol. For the LUMO energy (spin up / spin down), the calculation gives -0.3705 / -0.3873 Ha.

Last column: Löwdin spin population.
Element x y z (Å)
Ti (0.002, -0.275, 0.435)  0.84
P (1.802, 1.039, 1.848)  0.00
P (-0.334, 2.031, -0.800)  0.00
P (2.081, -0.475, -1.162)  -0.01
H (-1.364, -2.694, -0.070)  0.00
C (-0.273, -2.531, -0.075)  0.02
C (0.401, -2.539, 1.166)  0.11
H (-0.185, -2.759, 2.064)  0.00
C (1.353, 1.692, 3.508)  0.00
C (2.708, 2.571, 1.344)  0.00
C (3.184, -0.061, 2.338)  0.01
C (-1.814, 2.138, -1.844)  0.00
C (-0.781, 3.214, 0.515)  0.00
C (0.862, 2.966, -1.799)  0.00
C (2.918, -2.065, -0.809)  0.00
C (3.558, 0.625, -1.249)  0.00
C (1.815, -0.588, -2.964)  0.00
H (0.204, -2.858, -1.004)  0.00
H (1.467, -2.751, 1.255)  0.01
H (1.215, 0.868, 4.216)  0.00
H (0.428, 2.278, 3.452)  0.00
H (2.168, 2.335, 3.870)  0.00
H (2.014, 3.402, 1.165)  0.00
H (3.322, 2.425, 0.452)  0.00
H (3.369, 2.843, 2.182)  0.00
H (2.825, -1.069, 2.585)  0.00
H (3.661, 0.370, 3.232)  0.00
H (3.935, -0.158, 1.546)  0.00
H (-1.863, 3.144, -2.285)  0.00
H (-2.707, 1.958, -1.236)  0.00
H (-1.774, 1.363, -2.617)  0.00
H (-0.926, 4.191, 0.037)  0.00
H (-0.003, 3.298, 1.281)  0.00
H (-1.721, 2.909, 0.991)  0.00
H (0.330, 3.863, -2.150)  0.00
H (1.181, 2.367, -2.665)  0.00
H (1.727, 3.265, -1.191)  0.00
H (3.658, -2.281, -1.590)  0.00
H (2.202, -2.888, -0.757)  0.00
H (3.430, -2.006, 0.158)  0.00
H (4.231, 0.284, -2.048)  0.00
H (4.118, 0.614, -0.309)  0.00
H (3.267, 1.653, -1.486)  0.00
H (2.795, -0.769, -3.444)  0.00
H (1.400, 0.350, -3.358)  0.00
H (1.116, -1.394, -3.232)  0.00
C (-1.867, -1.662, -3.152)  0.00
C (-2.994, -1.258, -3.878)  0.00
C (-3.188, -1.731, -5.183)  0.00
C (-2.269, -2.616, -5.758)  0.00
C (-1.256, -3.162, -4.953)  0.00
C (-1.066, -2.705, -3.647)  0.00
O (-1.417, -0.850, -2.108)  0.00
H (-1.585, -1.264, -1.205)  0.00
H (-3.694, -0.557, -3.421)  0.00
H (-4.051, -1.394, -5.765)  0.00
H (-2.342, -2.891, -6.817)  0.00
H (-0.593, -3.932, -5.356)  0.00
H (-0.281, -3.107, -3.014)  0.00
C (-4.246, 0.747, 2.338)  0.00
N (-3.027, 0.165, 2.904)  0.00
C (-2.917, 0.054, 4.277)  0.00
C (-1.770, -0.449, 4.817)  0.00
C (-0.704, -0.736, 3.954)  0.00
N (-0.781, -0.434, 2.634)  0.01
C (-1.962, -0.082, 2.134)  0.00
O (-1.997, 0.039, 0.832)  0.00
N (0.484, -1.223, 4.405)  0.00
H (-5.108, 0.256, 2.791)  0.00
H (-4.262, 0.595, 1.263)  0.00
H (-4.277, 1.818, 2.566)  0.00
H (-3.803, 0.345, 4.836)  0.00
H (-1.657, -0.632, 5.886)  0.00
H (0.534, -1.522, 5.374)  0.00
H (1.098, -1.710, 3.747)  0.00

4.
Computed, not measured: a structure of composition C22H44NO4RbSi4Te, with ωB97M-V/def2-TZVPD.

Its net charge is -2. The HOMO energy comes out at -1.72 eV. Its energy above the lowest of the compared OMol25 structures with the same formula, charge and spin is 0.0 kJ/mol. For the LUMO energy, the calculation gives 0.1447 Ha.

Last column: Löwdin charge in e.
Element x y z (Å)
Rb (-0.076, 0.694, -0.052)  0.88
O (1.436, 3.259, -0.724)  -0.10
C (1.253, 3.111, 0.501)  -0.76
O (1.967, 2.352, 1.245)  -0.28
C (-0.024, 3.710, 1.147)  -0.69
O (0.042, 4.837, 1.658)  -0.04
O (-1.027, 2.940, 1.060)  -0.21
C (-3.299, -0.026, 1.866)  -0.17
Si (-2.619, -1.738, 1.456)  0.42
C (-4.043, -2.933, 1.881)  -0.20
C (-1.334, -2.102, 2.784)  -0.19
C (-2.067, -2.025, -0.278)  -0.36
C (-0.773, -2.564, -0.554)  -0.42
C (-0.490, -3.407, -1.679)  -0.07
C (0.773, -3.887, -1.908)  -0.11
C (1.814, -3.568, -1.031)  -0.12
C (1.482, -2.755, 0.039)  -0.19
N (0.273, -2.266, 0.280)  0.01
Si (-3.330, -2.021, -1.594)  0.42
C (-2.674, -1.371, -3.249)  -0.18
C (-4.162, -3.691, -1.973)  -0.19
C (-4.789, -0.874, -1.228)  -0.19
H (-3.554, 0.007, 2.931)  0.03
H (-4.209, 0.196, 1.305)  0.01
H (-2.595, 0.792, 1.682)  0.01
H (-4.405, -2.755, 2.899)  0.02
H (-3.699, -3.968, 1.817)  0.02
H (-4.891, -2.824, 1.202)  0.00
H (-1.815, -2.081, 3.767)  0.02
H (-0.525, -1.371, 2.776)  0.02
H (-0.880, -3.084, 2.634)  0.02
H (-1.297, -3.704, -2.335)  0.07
H (0.956, -4.529, -2.766)  0.09
H (2.826, -3.921, -1.177)  0.08
H (2.249, -2.465, 0.755)  0.09
H (-1.749, -1.857, -3.560)  0.01
H (-2.471, -0.300, -3.166)  0.03
H (-3.416, -1.510, -4.042)  0.02
H (-3.454, -4.455, -2.304)  0.01
H (-4.929, -3.581, -2.746)  0.01
H (-4.645, -4.066, -1.066)  0.01
H (-4.463, 0.159, -1.096)  0.03
H (-5.349, -1.166, -0.338)  0.01
H (-5.477, -0.905, -2.079)  0.02
C (3.448, -0.826, -3.437)  -0.19
Si (5.081, -1.033, -2.544)  0.35
C (6.252, 0.343, -3.064)  -0.19
C (5.842, -2.676, -3.077)  -0.19
C (4.844, -0.988, -0.704)  -0.59
Te (3.604, 0.724, -0.116)  1.30
C (3.644, 0.111, 1.942)  -0.56
Si (4.993, 0.975, 2.893)  0.38
C (4.782, 2.825, 2.859)  -0.19
C (6.681, 0.515, 2.196)  -0.20
C (4.957, 0.378, 4.684)  -0.19
H (3.563, -0.943, -4.519)  0.03
H (3.021, 0.161, -3.244)  0.02
H (2.727, -1.565, -3.082)  0.02
H (6.411, 0.352, -4.145)  0.02
H (7.223, 0.230, -2.576)  0.02
H (5.844, 1.313, -2.769)  0.02
H (6.012, -2.716, -4.156)  0.02
H (5.178, -3.502, -2.809)  0.02
H (6.800, -2.841, -2.575)  0.02
H (5.809, -0.933, -0.193)  -0.01
H (4.332, -1.897, -0.376)  -0.01
H (3.742, -0.976, 1.955)  0.00
H (2.669, 0.397, 2.337)  0.01
H (4.719, 3.177, 1.829)  0.02
H (5.609, 3.331, 3.365)  0.02
H (3.841, 3.113, 3.332)  0.04
H (6.757, 0.832, 1.154)  0.01
H (6.850, -0.564, 2.239)  0.02
H (7.477, 1.006, 2.763)  0.02
H (3.990, 0.602, 5.140)  0.03
H (5.732, 0.864, 5.283)  0.02
H (5.112, -0.703, 4.742)  0.02

Number 1: calculated total energy -2774.50192 a.u.. Number 2: calculated total energy -2973.65335 a.u.. Number 3: calculated total energy -3052.07586 a.u.. Number 4: calculated total energy -2670.71849 a.u..